No. 1
{"formula": "C17H28IN4OSiYb", "method": "ωB97M-V/def2-TZVPD", "s_squared": 0.765, "lumo_ha": [0.160, 0.160], "multiplicity": 2, "total_charge": -2, "elements": ["C", "I", "H", "H", "H", "C", "C", "N", "C", "N", "H", "H", "C", "C", "N", "H", "N", "H", "Yb", "C", "O", "C", "C", "H", "H", "H", "C", "H", "H", "H", "C", "H", "H", "H", "C", "H", "H", "H", "C", "Si", "C", "C", "C", "C", "H", "H", "H", "H", "H", "H", "H", "H", "H"], "xyz": [[-3.99770, 0.35800, -1.27354], [0.43919, -0.18315, -3.56950], [-4.05837, 0.78830, -2.29777], [-4.48230, 0.94197, -0.48128], [-4.52030, -0.55746, -1.31312], [3.19036, -2.11676, -1.55011], [3.74266, -0.90118, -1.73391], [2.75016, 0.08425, -1.71392], [1.62491, -0.74931, -1.94773], [1.80532, -1.99297, -1.47522], [3.62394, -3.09504, -1.48102], [4.77094, -0.69174, -1.89728], [-2.05780, 1.43092, 2.51209], [-2.10166, 0.79532, 0.36542], [-2.11055, 0.33912, 1.66062], [-1.97301, 3.54625, 2.08383], [-2.01750, 2.15064, 0.43177], [-2.03366, 1.36537, 3.58693], [0.48259, 1.00190, -1.05055], [-2.66648, 0.11166, -0.82847], [-1.81287, -0.69288, -1.36249], [-1.99594, 2.54025, 1.74981], [-1.84713, 3.12984, -0.65726], [-0.83432, 2.98710, -1.12435], [-1.83412, 4.11610, -0.15120], [-2.65468, 2.98830, -1.40103], [-1.75015, -1.03492, 2.03779], [-2.18715, -1.28487, 3.01591], [-0.65420, -1.09249, 2.13874], [-2.11190, -1.73136, 1.25759], [0.82339, -2.65817, -0.57119], [1.19366, -3.69302, -0.34154], [-0.16283, -2.64268, -1.05536], [0.76290, -2.10773, 0.38853], [2.89848, 1.50272, -2.17235], [1.94947, 1.83771, -2.61325], [3.65801, 1.47491, -2.99040], [3.21561, 2.14143, -1.32036], [4.31270, -1.73767, 3.16022], [2.46873, -1.64533, 3.45369], [1.79392, -3.37954, 3.61730], [2.19080, -0.77894, 5.13799], [1.69458, -0.66350, 2.04912], [1.28917, 0.05825, 1.09511], [4.85894, -1.94741, 4.08807], [4.67504, -0.78767, 2.75285], [4.54881, -2.52425, 2.43515], [2.50156, -4.00860, 4.16716], [0.84424, -3.41316, 4.15611], [1.64133, -3.83246, 2.63626], [2.14375, 0.31338, 4.98958], [1.25032, -1.11345, 5.61030], [3.02835, -1.00921, 5.82217]], "atomic_forces_ev_per_a": [[-1.06, 1.63, -0.53], [-1.18, -0.47, -4.62], [-0.17, 0.18, 0.49], [-0.31, 0.38, -0.61], [-0.69, -1.34, -0.17], [0.30, -0.76, 0.68], [0.89, -0.37, 0.26], [0.92, -0.68, -0.84], [-3.54, 2.97, 3.39], [0.66, -1.17, -0.70], [0.64, -0.14, 0.08], [0.76, 0.22, -0.03], [0.47, -0.09, -0.22], [-1.48, 0.23, -1.09], [0.47, -0.41, 0.52], [0.05, 0.54, -0.11], [-0.55, 1.07, 0.49], [0.09, -0.30, -0.14], [-1.29, 0.43, 2.00], [4.50, -0.77, 1.71], [-0.56, -0.40, -0.18], [-0.12, -0.48, 0.58], [-0.44, -0.60, 0.37], [-0.48, 0.51, -0.04], [-0.11, -0.41, -0.74], [0.56, 0.44, 0.29], [-0.20, -0.03, 0.00], [-0.14, 0.17, -0.36], [-0.36, -0.05, -0.27], [0.20, 0.43, 0.40], [1.12, -0.03, 0.02], [-0.44, 0.68, -0.43], [0.36, -0.18, 0.05], [0.00, -0.27, -0.62], [1.16, -1.81, 0.18], [0.47, 0.29, -0.12], [-0.48, 0.56, 0.42], [-0.20, -0.26, -0.68], [0.31, -0.05, -0.02], [-0.67, 1.47, -0.74], [-0.07, -0.33, -0.02], [0.05, -0.01, -0.16], [-0.08, 0.72, -0.46], [0.79, -1.38, 2.31], [-0.04, -0.04, -0.09], [-0.07, -0.13, 0.05], [0.00, 0.11, 0.02], [0.00, 0.02, 0.01], [-0.03, 0.08, -0.06], [0.00, -0.01, -0.04], [0.02, -0.39, 0.11], [0.32, 0.18, -0.16], [-0.34, 0.09, -0.18]], "lowdin_spin": [0.063, 0.011, 0.029, 0.001, 0.006, 0.000, 0.000, 0.000, 0.000, 0.000, 0.000, 0.000, 0.010, 0.123, 0.087, 0.003, 0.075, 0.000, -0.006, 0.268, 0.286, 0.023, 0.007, 0.000, -0.001, 0.008, 0.007, 0.000, 0.002, 0.002, 0.000, 0.000, 0.001, 0.000, -0.001, -0.001, 0.000, -0.001, 0.000, 0.000, 0.000, 0.000, 0.001, 0.001, 0.000, 0.000, 0.000, 0.000, 0.000, 0.000, 0.000, 0.000, 0.000]}



No. 2
{"formula": "C4H13N2", "method": "ωB97M-V/def2-TZVPD", "s_squared": 0.753, "lumo_ha": [0.043, 0.003], "multiplicity": 2, "total_charge": 0, "elements": ["C", "C", "C", "C", "N", "N", "H", "H", "H", "H", "H", "H", "H", "H", "H", "H", "H", "H", "H"], "xyz": [[-1.01854, 2.39200, 0.17089], [-0.02519, 1.35405, 0.79502], [-0.44039, -0.03113, 0.35434], [-0.26879, -0.36689, -1.09779], [1.05704, -0.91763, -1.49527], [0.64898, -2.55205, 0.85981], [-0.72540, 2.58360, -0.85407], [-0.93612, 3.32592, 0.71560], [-2.03143, 1.98522, 0.21569], [0.15394, 1.46289, 1.87036], [0.96936, 1.51270, 0.36601], [-1.43108, -0.25489, 0.77295], [-1.06540, -1.02114, -1.45586], [-0.33636, 0.44477, -1.90359], [1.94132, -0.78941, -0.95011], [1.50713, -3.05920, 1.02336], [1.06833, -1.89842, -1.72755], [0.79212, -1.57389, 0.58322], [0.14048, -2.59649, 1.75699]], "atomic_forces_ev_per_a": [[0.77, -0.60, 0.77], [0.89, -0.33, -0.82], [-1.48, 1.91, -0.30], [1.05, 0.32, -1.81], [1.55, -0.52, -0.14], [-0.67, -0.47, 0.93], [-0.19, -0.06, -0.22], [-0.25, 0.19, 0.08], [0.01, 0.32, -0.03], [-0.64, -0.08, -0.06], [0.05, 0.33, -0.06], [0.42, -0.60, -0.04], [0.33, -0.53, 0.34], [-0.44, 0.06, 1.85], [-1.69, 0.53, -0.28], [0.31, 0.24, -0.18], [-0.48, -0.10, 0.15], [0.19, -0.89, 0.54], [0.30, 0.28, -0.73]], "lowdin_spin": [0.046, 0.068, 0.634, 0.078, 0.025, 0.053, 0.002, 0.006, 0.001, 0.006, 0.003, 0.027, 0.001, 0.022, 0.000, 0.003, 0.002, 0.024, 0.001]}



No. 3
{"formula": "C5H9NO2", "method": "ωB97M-V/def2-TZVPD", "s_squared": 2.009, "lumo_ha": [0.020, -0.066], "multiplicity": 3, "total_charge": 0, "elements": ["C", "C", "C", "C", "C", "N", "O", "O", "H", "H", "H", "H", "H", "H", "H", "H", "H"], "xyz": [[0.17316, 0.44900, 0.14259], [-0.70987, -0.53605, 0.18655], [1.98487, -0.00918, -0.15192], [0.10076, 1.90134, 0.01495], [-2.16060, -0.18735, 0.14392], [2.27368, -1.31225, -0.36709], [2.81828, 0.87848, -0.09430], [-0.40736, -1.86076, 0.17386], [-0.88513, 2.20587, 0.33192], [0.39248, 2.26086, -1.10378], [0.74334, 2.50225, 0.57371], [-2.44170, 0.57584, -0.48235], [-2.69874, 0.11644, 1.16599], [-2.83089, -1.03057, -0.27866], [1.55434, -1.93342, 0.01886], [3.19236, -1.63889, -0.14776], [-1.09898, -2.38164, -0.12648]], "atomic_forces_ev_per_a": [[12.25, 4.42, -0.33], [-8.80, -4.89, -0.30], [-2.03, 2.37, 0.60], [-1.29, -0.56, -2.71], [-1.74, -2.93, 1.92], [-1.57, -1.23, 0.65], [-1.11, -0.66, -0.16], [3.20, 1.57, 1.26], [-0.58, 0.49, -0.49], [-1.04, -0.70, 1.99], [1.66, 0.37, 1.22], [-0.08, 2.29, -1.59], [1.25, -0.65, -1.42], [1.10, 0.78, 0.85], [0.39, 0.28, -0.66], [0.70, 0.34, -0.02], [-2.33, -1.29, -0.81]], "lowdin_spin": [0.683, 0.636, 0.044, 0.124, 0.100, 0.015, 0.033, 0.204, -0.001, 0.063, 0.023, 0.010, 0.054, 0.006, -0.001, 0.001, 0.006]}



No. 4
{"formula": "CH20O9", "method": "ωB97M-V/def2-TZVPD", "lumo_ha": 0.000, "multiplicity": 1, "total_charge": 0, "smiles": "CO.O.O.O.O.O.O.O.O", "elements": ["C", "O", "H", "H", "H", "H", "O", "H", "H", "O", "H", "H", "O", "H", "H", "O", "H", "H", "O", "H", "H", "O", "H", "H", "O", "H", "H", "O", "H", "H"], "xyz": [[-1.03683, 2.53392, -0.95872], [-1.60728, 2.80223, 0.33496], [-0.28508, 3.28826, -1.21270], [-0.51840, 1.57961, -0.87495], [-1.82509, 2.39205, -1.70924], [-1.51494, 3.74233, 0.50619], [1.60999, -0.13629, -1.84228], [2.19532, -0.06671, -2.60136], [0.76970, 0.14581, -2.21860], [-1.35356, -0.32757, 3.27500], [-2.08767, -0.91134, 3.07508], [-0.71241, -0.87023, 3.73773], [2.97196, 0.96728, 1.09935], [2.02102, 0.97826, 1.21521], [3.06644, 0.81973, 0.15659], [-0.82670, 0.04614, -2.94645], [-0.92239, -0.81462, -3.34467], [-1.29321, 0.67668, -3.49193], [0.19619, 1.13738, 1.41522], [-0.33050, 0.75766, 2.12704], [-0.38487, 1.86082, 1.14416], [0.22282, -1.28457, 0.35793], [0.32986, -0.47759, 0.89011], [0.58342, -0.98878, -0.48497], [2.29530, -3.21830, 0.23758], [2.01063, -3.89815, 0.84643], [1.65525, -2.51393, 0.35871], [-1.82003, -3.10780, 0.13500], [-1.00962, -2.58443, 0.13756], [-2.39930, -2.52782, 0.63604]], "atomic_forces_ev_per_a": [[0.09, -0.43, 0.18], [0.13, 0.18, -0.33], [-0.34, -0.04, -0.25], [-0.02, 0.04, -0.05], [0.19, 0.46, 0.12], [-0.16, 0.07, 0.07], [0.39, 0.21, -0.02], [0.34, -0.22, 0.14], [-0.48, 0.11, -0.13], [0.05, 0.23, 0.04], [-0.09, -0.08, -0.08], [0.11, -0.17, 0.14], [0.47, 0.03, -0.08], [-0.42, 0.19, 0.25], [0.13, -0.14, -0.19], [0.07, 0.33, 0.35], [-0.17, -0.44, -0.25], [-0.20, 0.07, -0.27], [0.12, 0.14, 0.53], [-0.14, -0.32, 0.53], [-0.13, 0.36, -0.32], [0.19, -0.16, -0.01], [-0.25, -0.03, -0.08], [0.25, -0.16, -0.35], [0.44, -0.28, -0.20], [-0.04, -0.24, 0.13], [-0.30, 0.38, 0.12], [-0.34, -0.11, 0.11], [0.38, 0.13, -0.05], [-0.27, -0.11, -0.06]], "nbo_charge": [-0.267, -0.737, 0.182, 0.199, 0.171, 0.482, -0.984, 0.481, 0.492, -0.954, 0.486, 0.486, -0.963, 0.483, 0.466, -0.956, 0.496, 0.486, -1.007, 0.504, 0.503, -1.010, 0.503, 0.498, -0.962, 0.459, 0.486, -0.962, 0.495, 0.448]}